# C6H7N

2 unconnected molecules or ions with the total composition C6H7N (wB97M-V/def2-TZVPD, OMol25).

Last column: natural (NBO) charge in e.
Geometry (Å):
N -0.3612 3.2290 -1.0022  -0.386
C -0.3133 2.1208 -0.6434  0.268
C -0.2568 0.7923 -0.1941  -0.455
C 0.8944 0.2742 0.5349  -0.228
C 0.8597 -1.2059 0.3800  -0.263
C -0.2072 -1.5511 -0.3444  -0.083
C -1.0588 -0.3724 -0.7350  -0.429
H 0.0203 0.7283 1.3594  0.381
H 1.8282 0.8332 0.5772  0.260
H 0.7130 0.3852 2.0065  0.034
H 1.6064 -1.8689 0.8010  0.231
H -0.4664 -2.5734 -0.6040  0.221
H -1.1879 -0.3148 -1.8234  0.232
H -2.0705 -0.4764 -0.3126  0.217

orbital gap = 7.8 eV
net charge = 0
E_HOMO = -7.66 eV
largest force on an atom = 0.980 eV/Å
ΔE to the lowest compared entry with this formula, charge and spin = 127.9 kcal/mol